DFT (wB97M-V/def2-TZVPD) results for 6 unconnected molecules or ions with the total composition C26H70BN3O24P5 in a non-equilibrium geometry.

Structure (ORCA input):
```
! wB97M-V def2-TZVPD RIJCOSX def2/J DEFGRID3
* xyz 1 1
C 1.1528 -0.9824 1.5343
C 0.6191 -2.3415 1.1059
O 1.3389 -2.8157 -0.0318
C -0.8631 -2.2092 0.7113
O -1.6822 -3.1740 1.4122
N -2.7418 -3.5894 0.5788
C -3.9769 -2.9106 0.9269
C -5.2272 -3.7002 0.5885
C -5.5056 -3.9378 -0.9052
C -4.8827 -2.8882 -1.8068
O -3.8140 -3.0356 -2.2867
N -5.2062 -5.0029 1.3621
C -3.8107 -5.5813 1.5475
C -2.8300 -5.0341 0.5315
B -1.3811 -5.7323 0.6356
O -1.1508 -6.5594 1.7424
N -0.3659 -5.5109 -0.3084
C 0.5842 -6.6297 -0.4218
C -0.8762 -5.2375 -1.6664
H 2.2125 -1.1003 1.7572
H 0.6493 -0.6038 2.4179
H 1.0880 -0.2537 0.7249
H 0.7195 -3.0605 1.9143
H 1.1421 -2.1964 -0.7420
H -1.2402 -1.2016 0.8981
H -0.9724 -2.4417 -0.3451
H -3.9760 -1.9263 0.4571
H -3.9847 -2.7114 2.0089
H -6.0780 -3.1408 0.9703
H -5.1499 -4.9142 -1.2325
H -6.5825 -3.9390 -1.0863
H -5.4642 -1.9678 -1.9606
H -5.6488 -4.8805 2.2705
H -5.7718 -5.6829 0.8574
H -3.8934 -6.6576 1.4086
H -3.5002 -5.4575 2.5807
H -3.2242 -5.2772 -0.4614
H -1.4802 -7.4491 1.5758
H 1.0059 -6.9138 0.5339
H 1.4212 -6.3230 -1.0482
H 0.1208 -7.4806 -0.9274
H -1.3765 -6.1336 -2.0461
H -1.6058 -4.4315 -1.6766
H -0.0725 -4.9722 -2.3474
C 5.6395 0.9661 5.9997
O 4.7809 0.8256 4.8679
P 5.2895 1.0278 3.3382
O 6.7682 0.9677 3.4460
O 4.7069 2.5189 3.2056
C 5.2247 3.5504 4.0335
O 5.0321 0.8037 1.7517
C 5.2209 -0.5368 1.2442
H 5.5523 0.0741 6.6187
H 6.6802 1.1128 5.7291
H 5.2790 1.8187 6.5765
H 6.2832 3.3970 4.2469
H 4.6562 3.6118 4.9640
H 5.1029 4.4878 3.4961
H 4.6579 -1.2673 1.8241
H 6.2795 -0.7929 1.2593
H 4.8617 -0.5484 0.2189
C -1.1484 2.7942 7.0652
O -1.1962 2.3844 5.6963
P -0.8209 0.9043 5.2226
O -0.8106 0.0316 6.4129
O 0.6145 1.2711 4.6203
C 1.6360 1.6375 5.5464
O -1.1368 -0.0629 3.9667
C -2.4802 -0.5666 3.8773
H -2.0979 3.2585 7.3264
H -0.9511 1.9737 7.7485
H -0.3627 3.5442 7.1503
H 1.5243 1.1043 6.4916
H 1.6009 2.7160 5.7153
H 2.6086 1.4004 5.1186
H -3.2146 0.2379 3.9425
H -2.6597 -1.2913 4.6727
H -2.5801 -1.0587 2.9152
C 6.0767 2.7357 -0.5709
O 5.6556 3.0031 -1.9088
P 6.3031 2.3023 -3.2354
O 7.0209 1.1490 -2.6075
O 7.1819 3.6146 -3.5634
C 8.1112 4.1128 -2.6104
O 6.5382 1.8739 -4.8128
C 5.7997 0.7440 -5.3082
H 5.2048 2.4908 0.0315
H 6.8008 1.9327 -0.4856
H 6.5099 3.6575 -0.1795
H 8.5486 3.3072 -2.0200
H 7.6297 4.8432 -1.9582
H 8.8992 4.6171 -3.1652
H 4.7336 0.8394 -5.1048
H 6.1789 -0.1734 -4.8583
H 5.9475 0.7065 -6.3843
C -12.0778 -3.4287 -5.2917
O -11.1155 -3.9985 -4.3962
P -10.3646 -3.1475 -3.2803
O -11.0705 -1.8647 -3.1083
O -8.9569 -3.0366 -4.0420
C -8.8664 -2.2294 -5.2128
O -9.5893 -3.4331 -1.8876
C -10.4129 -3.8256 -0.7684
H -12.9828 -4.0319 -5.2624
H -12.3252 -2.3993 -5.0513
H -11.6571 -3.4854 -6.2949
H -9.5321 -1.3677 -5.1554
H -9.0928 -2.8242 -6.0988
H -7.8397 -1.8796 -5.2896
H -11.0678 -4.6573 -1.0245
H -11.0118 -2.9800 -0.4315
H -9.7493 -4.1387 0.0345
C 2.3690 9.5343 -3.4295
O 3.5645 9.1787 -4.1190
P 4.7235 8.2995 -3.4430
O 4.1627 7.6673 -2.2307
O 5.7323 9.5138 -3.1772
C 5.4087 10.4872 -2.1951
O 5.9395 7.3757 -3.9349
C 5.6077 6.1024 -4.5328
H 1.5132 9.2641 -4.0471
H 2.2774 9.0516 -2.4607
H 2.3743 10.6172 -3.3041
H 4.8518 10.0488 -1.3656
H 4.8381 11.3024 -2.6446
H 6.3445 10.8926 -1.8178
H 4.8721 6.2249 -5.3284
H 5.2200 5.4244 -3.7737
H 6.5135 5.6807 -4.9536
*
```

The HOMO energy is -10.84 eV.

These are the Löwdin partial charges, in e, on atoms 1 to 99: number 1, C, carries -0.0257; number 2, C, carries -0.3783; number 3, O, carries -0.0379; number 4, C, carries -0.1072; number 5, O, carries -0.0946; number 6, N, carries -0.1170; number 7, C, carries -0.1058; number 8, C, carries -0.2155; number 9, C, carries -0.0791; number 10, C, carries -0.2527; number 11, O, carries 0.1101; number 12, N, carries 0.1222; number 13, C, carries -0.0469; number 14, C, carries -0.1667; number 15, B, carries -0.5552; number 16, O, carries 0.1338; number 17, N, carries -0.0430; number 18, C, carries -0.0500; number 19, C, carries -0.0556; number 20, H, carries 0.0687; number 21, H, carries 0.0649; number 22, H, carries 0.0966; number 23, H, carries 0.1543; number 24, H, carries 0.0900; number 25, H, carries 0.1211; number 26, H, carries 0.1241; number 27, H, carries 0.1411; number 28, H, carries 0.1324; number 29, H, carries 0.1586; number 30, H, carries 0.1240; number 31, H, carries 0.1194; number 32, H, carries 0.1401; number 33, H, carries 0.1846; number 34, H, carries 0.1769; number 35, H, carries 0.1390; number 36, H, carries 0.1477; number 37, H, carries 0.1299; number 38, H, carries 0.1135; number 39, H, carries 0.0914; number 40, H, carries 0.0947; number 41, H, carries 0.0950; number 42, H, carries 0.0968; number 43, H, carries 0.0632; number 44, H, carries 0.0977; number 45, C, carries -0.0933; number 46, O, carries -0.2763; number 47, P, carries 0.5059; number 48, O, carries -0.2528; number 49, O, carries -0.2468; number 50, C, carries -0.0964; number 51, O, carries -0.2418; number 52, C, carries -0.0876; number 53, H, carries 0.0896; number 54, H, carries 0.0828; number 55, H, carries 0.0899; number 56, H, carries 0.0912; number 57, H, carries 0.0805; number 58, H, carries 0.0925; number 59, H, carries 0.0747; number 60, H, carries 0.0920; number 61, H, carries 0.0906; number 62, C, carries -0.0884; number 63, O, carries -0.2250; number 64, P, carries 0.4438; number 65, O, carries -0.2457; number 66, O, carries -0.2313; number 67, C, carries -0.0821; number 68, O, carries -0.2254; number 69, C, carries -0.0921; number 70, H, carries 0.0884; number 71, H, carries 0.0833; number 72, H, carries 0.0905; number 73, H, carries 0.0932; number 74, H, carries 0.0895; number 75, H, carries 0.0636; number 76, H, carries 0.0920; number 77, H, carries 0.0933; number 78, H, carries 0.0498; number 79, C, carries -0.0969; number 80, O, carries -0.2637; number 81, P, carries 0.5722; number 82, O, carries -0.2691; number 83, O, carries -0.2801; number 84, C, carries -0.0886; number 85, O, carries -0.2279; number 86, C, carries -0.1126; number 87, H, carries 0.0758; number 88, H, carries 0.0830; number 89, H, carries 0.0952; number 90, H, carries 0.0918; number 91, H, carries 0.0893; number 92, H, carries 0.0949; number 93, H, carries 0.0790; number 94, H, carries 0.0831; number 95, H, carries 0.0860; number 96, C, carries -0.0793; number 97, O, carries -0.2239; number 98, P, carries 0.4341; number 99, O, carries -0.2408



DFT (wB97M-V/def2-TZVPD) results for 27 unconnected molecules or ions with the total composition C26H70F18N2O29 in a non-equilibrium geometry.

Structure (ORCA input):
```
! wB97M-V def2-TZVPD RIJCOSX def2/J DEFGRID3
* xyz 0 1
C 3.5454 1.0649 6.6138
C 3.5601 1.7730 5.3895
C 3.1825 2.3440 3.8643
C 4.1633 1.7426 2.6694
C 5.3958 0.6683 2.9403
C 5.1028 -0.8318 2.3364
C 6.0694 -1.8775 3.1927
C 3.8909 2.2365 1.1395
C 2.6760 3.3565 0.8855
C 1.6879 3.9817 2.0232
C 0.5387 5.0503 1.5813
F 0.7505 5.6554 0.2120
F -0.7986 4.3580 1.4471
C 0.4389 6.3964 2.5707
F -0.6785 6.3255 3.5417
F 0.1128 7.5829 1.6907
F 1.7619 6.7482 3.1840
C 1.9371 3.4241 3.5819
C 1.0245 3.9319 4.8377
C -0.5521 3.4260 4.8120
C -0.7403 1.8037 5.0261
F -1.8183 1.6330 6.0721
F 0.4726 1.1547 5.6523
C -1.0371 0.9540 3.6569
F -1.5760 1.7391 2.5243
F 0.3117 0.4528 3.1919
C -1.9599 -0.3852 3.8488
F -1.6385 -1.2904 2.6975
F -1.4113 -1.0970 5.0635
C -3.5517 -0.1309 4.0918
F -3.8667 -0.6945 5.4580
F -3.9871 1.2816 4.1274
C -4.5584 -0.9149 3.0506
F -4.2747 -0.5972 1.6007
F -5.9264 -0.3210 3.2970
C -4.7209 -2.5246 3.3398
F -3.5274 -3.1794 3.9213
F -5.8055 -2.6450 4.3842
F -5.2006 -3.3161 2.1756
C 2.8654 3.5125 -0.7115
O 2.7734 4.4815 -1.6113
N 3.3600 2.1491 -1.2397
C 2.2975 1.0764 -1.1493
C 2.1671 0.4296 -2.6807
C 0.5266 0.2645 -2.9327
N -0.4130 -0.3741 -1.9335
O 0.0226 0.7001 -4.1003
C 4.5613 1.8754 -0.3090
O 5.8067 1.4945 -0.6101
H 3.5478 0.3555 7.5738
H 5.7263 0.6057 4.0704
H 6.3519 1.0774 2.3541
H 3.9764 -1.1501 2.3390
H 5.5268 -0.8261 1.2220
H 5.6108 -2.1690 4.2345
H 7.0650 -1.2700 3.4134
H 6.4022 -2.8157 2.5624
H 1.0271 5.1147 5.0007
H 1.4517 3.5100 5.8710
H -1.0361 3.9270 5.7836
H -1.1752 3.8440 3.9142
H 1.2703 1.6224 -0.8837
H 2.5851 0.2676 -0.3435
H 2.6163 -0.6512 -2.6819
H 2.5830 1.1338 -3.5184
H 0.0289 -0.5376 -1.0027
H -1.3088 0.1525 -1.8358
O 3.7326 -0.5628 -4.6716
H 4.2403 -0.2059 -5.4159
H 4.2479 -1.3312 -4.3838
O -6.5688 -0.4878 -0.1916
H -5.7212 -0.6554 0.2473
H -6.9893 0.1875 0.3615
O 3.1749 -2.7737 -6.3548
H 3.4812 -2.8976 -7.2658
H 2.3761 -2.2333 -6.4478
O -6.6479 -0.9083 6.9302
H -6.3962 -1.6010 7.5594
H -5.8237 -0.7057 6.4630
O -7.7542 -1.1710 -3.0842
H -7.2147 -0.7399 -3.7640
H -7.4989 -0.7231 -2.2638
O 3.3272 -4.9651 -8.6348
H 4.2317 -5.3026 -8.5506
H 2.7785 -5.6698 -8.2592
O 2.1469 -4.7450 -4.2887
H 1.2001 -4.5522 -4.2149
H 2.4903 -4.0250 -4.8386
O -5.5952 2.3715 0.5593
H -5.0875 2.7284 -0.1850
H -5.0799 1.6031 0.8471
O 7.6048 -2.7813 0.7274
H 8.1125 -2.4244 -0.0169
H 8.1201 -3.5497 1.0152
O -7.6240 -1.3460 -6.4653
H -7.8547 -1.2706 -5.5271
H -8.3839 -1.8015 -6.8574
O 5.3737 2.1325 8.6935
H 6.2213 1.9648 9.1324
H 4.9532 2.8078 9.2466
O 2.2886 -7.4621 -3.1001
H 2.4524 -8.0581 -3.8465
H 1.9073 -6.6718 -3.5109
O -10.3537 -2.7503 -6.8514
H -10.5845 -2.6748 -5.9132
H -11.1137 -3.2057 -7.2435
O 2.5622 4.0069 8.0773
H 3.1143 4.6940 8.4801
H 1.7825 3.9669 8.6510
O 2.0976 -8.8534 -5.8199
H 2.4273 -9.0756 -6.7036
H 1.1341 -8.8546 -5.9223
O -3.9697 3.9790 -1.6776
H -3.7017 3.9978 -2.6087
H -3.7696 4.8717 -1.3585
O -1.1547 10.6392 1.9097
H -0.6470 10.9960 1.1654
H -0.6394 9.8707 2.1975
O -3.6937 6.8600 -2.5054
H -3.3233 7.2682 -3.3025
H -4.4240 7.4472 -2.2594
O -1.6378 -2.9561 -2.9998
H -1.0857 -2.2690 -2.5970
H -2.4175 -2.9961 -2.4260
O 2.6901 2.8835 -4.5463
H 1.8109 3.0920 -4.8967
H 2.9580 3.6944 -4.0886
O 4.1440 -10.7389 -6.2183
H 4.9915 -10.9065 -5.7794
H 3.7235 -10.0635 -5.6653
O -10.3378 -3.3384 -3.7555
H -9.7857 -2.6513 -3.3527
H -11.1175 -3.3784 -3.1817
O 2.6938 -2.5896 1.5505
H 3.0234 -2.8119 0.6668
H 1.7303 -2.5909 1.4481
O -3.0599 9.9475 -0.9419
H -2.2123 9.7799 -0.5030
H -3.4804 10.6228 -0.3889
O 0.5862 -6.4446 -6.9017
H -0.2929 -6.2362 -7.2521
H 0.8541 -5.6337 -6.4441
O 3.4066 -9.2166 -0.6177
H 3.3594 -8.5605 -1.3293
H 4.2815 -9.0747 -0.2262
*
```

The HOMO energy is -9.08 eV. The calculation puts the relative energy (zero: lowest compared OMol25 entry of this formula, charge and spin) at 2174.5 kJ/mol.

These are the Löwdin partial charges, in e, on atoms 1 to 99: number 1, C, carries 0.0843; number 2, C, carries -0.0518; number 3, C, carries -0.0193; number 4, C, carries -0.0010; number 5, C, carries -0.1746; number 6, C, carries -0.2307; number 7, C, carries -0.1374; number 8, C, carries 0.0516; number 9, C, carries 0.0682; number 10, C, carries 0.0497; number 11, C, carries -0.1279; number 12, F, carries 0.0028; number 13, F, carries -0.0151; number 14, C, carries -0.1260; number 15, F, carries 0.0330; number 16, F, carries 0.0054; number 17, F, carries 0.0303; number 18, C, carries 0.0014; number 19, C, carries -0.1397; number 20, C, carries -0.0642; number 21, C, carries -0.1489; number 22, F, carries -0.0153; number 23, F, carries -0.0109; number 24, C, carries -0.1042; number 25, F, carries 0.0312; number 26, F, carries 0.0145; number 27, C, carries -0.0807; number 28, F, carries 0.0300; number 29, F, carries 0.0356; number 30, C, carries -0.0856; number 31, F, carries 0.0261; number 32, F, carries 0.0649; number 33, C, carries -0.0458; number 34, F, carries 0.0117; number 35, F, carries 0.0368; number 36, C, carries -0.1305; number 37, F, carries 0.0616; number 38, F, carries 0.0340; number 39, F, carries 0.0609; number 40, C, carries -0.2211; number 41, O, carries 0.0273; number 42, N, carries -0.0585; number 43, C, carries -0.1450; number 44, C, carries -0.0698; number 45, C, carries -0.2922; number 46, N, carries 0.0678; number 47, O, carries -0.0650; number 48, C, carries -0.1880; number 49, O, carries 0.0158; number 50, H, carries 0.0900; number 51, H, carries 0.1095; number 52, H, carries 0.1343; number 53, H, carries 0.0819; number 54, H, carries 0.1095; number 55, H, carries 0.0823; number 56, H, carries 0.0823; number 57, H, carries 0.0575; number 58, H, carries 0.1285; number 59, H, carries 0.1064; number 60, H, carries 0.1530; number 61, H, carries 0.1162; number 62, H, carries 0.1439; number 63, H, carries 0.1351; number 64, H, carries 0.1140; number 65, H, carries 0.0895; number 66, H, carries 0.0846; number 67, H, carries 0.1109; number 68, O, carries -0.0764; number 69, H, carries 0.0582; number 70, H, carries 0.0482; number 71, O, carries -0.0505; number 72, H, carries 0.0047; number 73, H, carries 0.0442; number 74, O, carries -0.0640; number 75, H, carries 0.0380; number 76, H, carries 0.0597; number 77, O, carries -0.0619; number 78, H, carries 0.0425; number 79, H, carries -0.0020; number 80, O, carries -0.0526; number 81, H, carries 0.0362; number 82, H, carries 0.0135; number 83, O, carries -0.0590; number 84, H, carries 0.0478; number 85, H, carries 0.0249; number 86, O, carries -0.0542; number 87, H, carries 0.0490; number 88, H, carries 0.0053; number 89, O, carries -0.0590; number 90, H, carries 0.0105; number 91, H, carries 0.0023; number 92, O, carries -0.0744; number 93, H, carries 0.0482; number 94, H, carries 0.0477; number 95, O, carries -0.0617; number 96, H, carries 0.0009; number 97, H, carries 0.0068; number 98, O, carries -0.0789; number 99, H, carries 0.0438



no.,Kohn-Sham gap (eV),electronic energy (eV)
1,7.5395,-128823.2077
2,7.1932,-139343.4588